{
  "formula": "C2H4N",
  "method": "ωB97M-V/def2-TZVPD",
  "species": ["C", "C", "N", "H", "H", "H", "H"],
  "xyz": [[-1.6683, 0.1543, -0.0855], [-0.3383, 0.1860, 0.1657], [0.9439, -0.2350, -0.0428], [-2.6845, 0.6536, 0.0453], [1.0334, -0.1806, -1.0254], [1.2799, -1.0509, 0.5704], [1.4338, 0.4724, 0.3723]],
  "smiles": "C#C[NH3+]",
  "charge": 1,
  "relative_energy_kj_mol": 240.0,
  "gap_ev": 10.8,
  "lumo_energy_ev": -5.142
}

---

{
  "formula": "C10H25AgIN5O5",
  "method": "ωB97M-V/def2-TZVPD",
  "species": ["Ag", "I", "O", "C", "N", "C", "H", "H", "H", "H", "H", "O", "C", "N", "C", "H", "H", "H", "H", "H", "O", "C", "N", "C", "H", "H", "H", "H", "H", "O", "C", "N", "C", "H", "H", "H", "H", "H", "O", "C", "N", "C", "H", "H", "H", "H", "H"],
  "xyz": [[0.3219, -1.4374, 1.5428], [-0.4024, -5.2163, 4.6031], [-4.4857, -0.4527, -0.1924], [-5.3604, 0.2395, -0.6972], [-5.0235, 1.0522, -1.6857], [-6.7514, 0.2841, -0.1329], [-5.8926, 1.2176, -2.1729], [-4.1552, 1.1437, -2.1935], [-7.3648, 0.9874, -0.6961], [-6.5284, 0.5826, 0.8915], [-7.2616, -0.6700, -0.2648], [1.5227, 2.2986, -1.6368], [2.2361, 3.1746, -2.1552], [1.9587, 3.7203, -3.3088], [3.5345, 3.7318, -1.5238], [2.2594, 4.6637, -3.5081], [1.1698, 3.2996, -3.7786], [3.6134, 3.4938, -0.4630], [3.5703, 4.8167, -1.6226], [4.5029, 3.3762, -1.8760], [-0.3852, -4.3094, -2.5867], [-1.1672, -4.7990, -3.4207], [-1.8242, -5.7992, -3.0588], [-1.2763, -4.3141, -4.8133], [-1.7375, -6.2524, -2.1604], [-2.4600, -6.2768, -3.6815], [-0.6639, -4.8841, -5.5121], [-0.9334, -3.2797, -4.7894], [-2.3043, -4.1581, -5.1403], [5.2219, -1.9480, 1.6162], [6.2940, -2.3227, 1.1915], [7.3265, -1.5398, 1.1209], [6.6460, -3.7117, 0.7890], [7.1821, -0.6027, 1.4688], [8.2402, -1.6829, 0.7149], [6.2828, -4.1137, -0.1568], [6.3074, -4.4500, 1.5160], [7.6875, -3.9564, 0.9979], [-1.5254, 2.7533, 4.4157], [-1.8849, 3.7895, 4.9950], [-1.7916, 3.7478, 6.3159], [-2.7568, 4.8642, 4.5037], [-1.6606, 4.6115, 6.8228], [-1.1186, 3.0511, 6.6018], [-3.3821, 5.2629, 5.3026], [-3.5524, 4.4090, 3.9138], [-2.2273, 5.6049, 3.9044]],
  "charge": 1,
  "relative_energy_kj_mol": 572.1,
  "gap_ev": [5.5, 5.5],
  "lumo_energy_ev": [-5.830, -5.826],
  "spin_multiplicity": 2
}

---

{
  "formula": "CH5OP",
  "method": "ωB97M-V/def2-TZVPD",
  "species": ["C", "P", "H", "H", "H", "O", "H", "H"],
  "xyz": [[-0.8932, 0.2448, -0.6024], [-1.7868, 1.5573, -0.0455], [-0.9238, -0.0121, -1.7515], [-0.1925, -0.3530, -0.0371], [-1.4764, 1.3208, 1.2685], [1.3391, -0.8815, 0.5218], [1.9748, -1.6286, 0.6494], [1.9588, -0.2477, -0.0031]],
  "smiles": "C=P.O",
  "charge": 0,
  "relative_energy_kj_mol": 182.7,
  "gap_ev": 9.8,
  "lumo_energy_ev": 0.495
}

---

{
  "formula": "C6H14N5",
  "method": "ωB97M-V/def2-TZVPD",
  "species": ["C", "C", "C", "C", "C", "C", "N", "N", "N", "N", "N", "H", "H", "H", "H", "H", "H", "H", "H", "H", "H", "H", "H", "H", "H"],
  "xyz": [[-3.2371, -1.1731, -0.2747], [-2.2079, -1.8904, 0.3067], [-3.0329, 0.2929, -0.6107], [-1.8538, 0.7693, 0.0288], [2.5652, -1.7156, -0.0418], [2.0632, -0.4515, -0.6419], [-0.9952, -1.2908, 0.6473], [-0.9530, -0.0123, 0.6060], [-0.3737, 2.6206, 0.3898], [-1.5407, 2.1912, 0.1188], [1.6647, 0.5925, 0.3591], [-3.8220, -1.7862, -0.9367], [-2.2241, -2.9208, 0.4128], [-2.9226, 0.2359, -1.8096], [-3.9739, 0.8239, -0.2774], [2.8274, -2.4702, -0.7068], [3.5202, -1.5473, 0.3940], [1.8659, -2.0649, 0.6897], [1.2582, -0.6406, -1.3052], [2.7043, 0.1168, -1.3211], [1.9597, 1.5838, 0.0874], [-0.3852, 3.6238, 0.6210], [-2.3277, 2.6696, -0.1850], [2.0664, 0.4791, 1.2494], [-0.0318, 0.3978, 0.9250]],
  "charge": 1,
  "relative_energy_kj_mol": 631.9,
  "gap_ev": [7.6, 7.1],
  "lumo_energy_ev": [-4.966, -5.432]
}

---

{
  "formula": "C5H9NO3",
  "method": "ωB97M-V/def2-TZVPD",
  "species": ["C", "C", "C", "C", "C", "H", "H", "H", "H", "H", "H", "H", "H", "H", "N", "O", "O", "O"],
  "xyz": [[0.2296, 0.4161, 0.9818], [1.2559, -0.0905, -0.1314], [0.4723, -0.3468, -1.2893], [-0.4844, -1.3534, -0.5900], [-1.1761, -0.2930, 0.3270], [0.4824, 2.5844, 1.1696], [0.5023, 0.1370, 2.0678], [1.8470, -0.9369, 0.3481], [1.2054, 2.0607, 0.2604], [0.1297, 0.7401, -1.4656], [0.2374, -2.2726, -2.2304], [-0.1587, -2.1250, 0.1480], [-1.4702, 0.4720, -0.3565], [-2.7155, 0.1789, 1.4693], [-0.2488, -1.3961, -1.9990], [0.0447, 1.7793, 0.5783], [2.1939, 1.0216, -0.4251], [-2.3470, -0.5757, 1.1371]],
  "charge": 0,
  "relative_energy_kj_mol": 1026.4,
  "gap_ev": 8.0,
  "lumo_energy_ev": -0.330
}

---

{
  "formula": "FH3N2O2S",
  "method": "ωB97M-V/def2-TZVPD",
  "species": ["N", "N", "O", "O", "F", "S", "H", "H", "H"],
  "xyz": [[0.0820, 1.3257, -1.1894], [-0.8372, 0.4806, -1.0518], [-2.0126, -0.5952, 1.0799], [0.3452, 0.1036, 1.2348], [2.1171, -1.4553, 0.4824], [-0.6909, -0.7463, 0.6186], [0.6457, 1.4961, -0.4237], [1.7234, -1.0311, 1.1780], [-1.3728, 0.4221, -1.9288]],
  "charge": 0,
  "relative_energy_kj_mol": 93.1,
  "gap_ev": 9.0,
  "lumo_energy_ev": -1.395
}

---

{
  "formula": "C15H38N8O12Zn2",
  "method": "ωB97M-V/def2-TZVPD",
  "species": ["Zn", "Zn", "C", "O", "O", "O", "C", "O", "O", "O", "C", "O", "N", "N", "H", "H", "H", "H", "C", "O", "N", "N", "H", "H", "H", "H", "C", "O", "N", "N", "H", "H", "H", "H", "C", "O", "C", "C", "N", "C", "C", "O", "C", "H", "H", "H", "H", "H", "H", "H", "H", "H", "H", "H", "H", "H", "H", "H", "C", "C", "C", "O", "C", "N", "H", "H", "H", "H", "H", "H", "H", "H", "H", "H", "H"],
  "xyz": [[-1.9475, 8.6361, 8.1443], [-2.6010, 5.7709, 7.2061], [-2.7597, 6.6054, 9.6330], [-1.7989, 7.3584, 9.7693], [-2.5993, 5.4665, 9.2323], [-3.3369, 7.0854, 8.6631], [-1.6575, 7.6404, 5.7472], [-2.1681, 8.7095, 6.1347], [-2.4884, 6.7953, 5.4760], [-1.2957, 7.2192, 6.8081], [0.5199, 4.6804, 11.2932], [1.0390, 3.9748, 12.1623], [0.4072, 5.9310, 11.3263], [0.0738, 4.1530, 10.2306], [-0.3025, 6.2643, 10.6896], [0.7857, 6.6116, 11.9695], [0.2251, 3.1621, 10.1066], [-0.6988, 4.6423, 9.8019], [-6.6918, 8.9349, 7.2776], [-7.3599, 9.1557, 8.2462], [-6.5378, 9.7568, 6.3282], [-5.8910, 7.9727, 7.1244], [-6.9599, 10.6710, 6.2493], [-5.9098, 9.5065, 5.5779], [-5.5509, 7.4362, 7.9096], [-5.3300, 7.9672, 6.2845], [-4.5410, 2.0253, 9.7070], [-4.9049, 2.4928, 8.6836], [-3.6511, 2.6294, 10.4505], [-4.9476, 0.8651, 10.3330], [-3.4557, 2.2418, 11.3625], [-3.3889, 3.5393, 10.0993], [-4.4366, 0.6173, 11.1681], [-5.3681, 0.1367, 9.7736], [1.0778, 8.9062, 9.2008], [-0.0912, 9.5271, 8.7179], [-0.4168, 10.7330, 9.3781], [-1.5871, 11.4013, 8.8364], [-2.6650, 10.3632, 8.8099], [-3.7419, 10.7745, 7.8643], [-4.6935, 11.9634, 8.2513], [-4.0581, 13.2202, 8.3919], [-4.6974, 14.1855, 7.4958], [1.0463, 8.4656, 10.1973], [1.9648, 9.5381, 9.1578], [1.0893, 8.1140, 8.4522], [0.4262, 11.4173, 9.4744], [-0.6334, 10.4565, 10.4099], [-1.2986, 11.7725, 7.8530], [-1.9422, 12.2308, 9.4480], [-3.1363, 10.3376, 9.7028], [-4.3727, 9.9222, 7.6120], [-3.2824, 11.0089, 6.9041], [-5.1462, 11.8256, 9.2333], [-5.5428, 11.9506, 7.5682], [-4.3672, 15.2044, 7.6983], [-5.7870, 14.1993, 7.5190], [-4.3683, 13.9193, 6.4913], [-7.1943, 4.5824, 14.9900], [-5.8907, 4.5545, 15.7718], [-4.7511, 5.2969, 15.0467], [-4.2500, 4.6682, 13.7998], [-3.4666, 5.5408, 13.0404], [-6.0698, 5.1488, 17.0444], [-7.3690, 5.6531, 14.8843], [-7.9964, 4.1429, 15.5829], [-7.1919, 4.0810, 14.0221], [-5.6017, 3.5189, 15.9511], [-3.9256, 5.4256, 15.7468], [-5.0993, 6.2877, 14.7549], [-2.6138, 6.0817, 13.4507], [-4.1331, 6.3322, 12.6973], [-3.0578, 5.1112, 12.1259], [-5.2647, 5.0385, 17.6441], [-6.8246, 4.7277, 17.5668]],
  "charge": 1,
  "gap_ev": [4.0, 2.9],
  "lumo_energy_ev": [-6.687, -7.810],
  "spin_multiplicity": 2
}